ORCA calculation (ωB97M-V/def2-TZVPD) on a cluster of 4 separate species, C33H27NO7S in total.

```
69
C33H27NO7S, DFT ωB97M-V/def2-TZVPD
O 4.635 -0.968 5.153
C 3.322 -1.417 4.721
C 3.313 -1.787 3.170
C 1.801 -1.613 2.647
N 0.912 -2.051 3.737
C -0.390 -1.433 3.709
C -0.891 -0.557 2.648
C -2.215 0.053 2.733
C -3.109 -0.176 3.859
C -2.653 -1.079 4.912
C -1.336 -1.677 4.824
S -0.712 -2.821 6.112
C 0.118 -4.060 5.050
C 0.059 -5.482 5.284
C 0.702 -6.458 4.393
C 1.408 -5.904 3.234
C 1.500 -4.456 3.009
C 0.862 -3.482 3.902
H 5.218 -1.726 4.968
H 2.639 -0.551 4.939
H 3.023 -2.328 5.317
H 3.920 -0.977 2.679
H 3.718 -2.810 2.980
H 1.716 -0.521 2.404
H 1.654 -2.175 1.682
H -0.250 -0.341 1.738
H -2.553 0.717 1.902
H -4.115 0.296 3.954
H -3.275 -1.307 5.805
H -0.486 -5.889 6.166
H 0.654 -7.555 4.570
H 1.870 -6.639 2.534
H 2.063 -4.124 2.107
O -3.412 3.807 -3.070
C -2.610 3.184 -2.403
C -1.978 1.949 -2.917
C -1.101 1.267 -2.183
C -0.721 1.715 -0.825
O 0.083 1.092 -0.156
C -1.353 2.951 -0.310
C -2.230 3.633 -1.043
H -2.266 1.636 -3.912
H -0.629 0.362 -2.542
H -1.063 3.263 0.685
H -2.702 4.539 -0.685
O 0.497 -1.083 -4.249
C 1.300 -1.706 -3.581
C 1.933 -2.942 -4.094
C 2.810 -3.625 -3.360
C 3.190 -3.175 -2.000
O 3.991 -3.797 -1.331
C 2.557 -1.939 -1.488
C 1.680 -1.257 -2.223
H 1.645 -3.256 -5.090
H 3.283 -4.531 -3.717
H 2.845 -1.624 -0.492
H 1.208 -0.352 -1.864
O -4.069 8.628 -7.220
C -3.354 7.774 -6.737
C -3.832 6.896 -5.645
C -3.046 5.960 -5.114
C -1.660 5.758 -5.595
O -0.943 4.903 -5.112
C -1.181 6.636 -6.687
C -1.967 7.571 -7.217
H -4.848 7.057 -5.306
H -3.377 5.308 -4.314
H -0.165 6.475 -7.026
H -1.634 8.221 -8.017
```

- Relative energy (zero: lowest compared OMol25 entry of this formula, charge and spin): 2.6155 eV
- HOMO level: -7.9 eV
- Total energy: -2253.14251 a.u.
- SMILES string: OCCCN1c2ccccc2Sc2ccccc21.O=C1C=CC(=O)C=C1.O=C1C=CC(=O)C=C1.O=C1C=CC(=O)C=C1